# 1
Here is C23H27Cl3HfO4PS as an isolated structure in a non-equilibrium geometry from the Open Molecules 2025 dataset. Energies are from ωB97M-V with the def2-TZVPD basis set.

For the energy above the lowest of the compared OMol25 structures with the same formula, charge and spin, the calculation gives 19.8 kJ/mol. Its total charge is +1. The value obtained for the HOMO energy is -11.4 eV.

Atoms and positions in Å:
1 Hf -0.48910 -1.56225 -0.27619
2 Cl 1.35292 -5.45931 -2.61840
3 Cl 2.73811 -5.38958 -0.11292
4 Cl 3.48957 -3.62242 -2.23474
5 S -2.12622 -1.32971 1.63976
6 P 0.69552 0.91874 -0.01799
7 O 1.11438 -2.22768 -1.49666
8 O -2.14097 -2.55140 -1.24209
9 O 0.15579 -3.70017 -0.20499
10 O -2.01048 -0.41896 -1.42769
11 C 2.53424 2.59467 -1.63859
12 C 1.84281 -0.27132 0.77145
13 C -5.95220 -0.03367 0.93022
14 C 2.02200 -2.22521 2.23467
15 C 2.15619 -4.42028 -1.49213
16 C -4.00291 -1.22494 -0.46692
17 C -4.70301 -0.25517 1.54986
18 C 0.19995 2.13695 -2.42210
19 C -0.20430 1.54449 2.59515
20 C 0.21883 2.22263 1.31189
21 C 3.35363 -2.40386 1.86821
22 C -3.72009 -0.91879 0.87671
23 C -2.72925 -1.42460 -1.19367
24 C 1.46383 3.12417 1.47693
25 C 3.90641 -1.43060 1.00352
26 C -5.24973 -1.05942 -1.05321
27 C 1.84982 0.28111 -2.42844
28 C 1.41190 1.54498 -1.65079
29 C -1.02371 2.95877 0.76402
30 C 1.25702 -1.21373 1.67002
31 C 1.06092 -3.41787 -1.02390
32 C 3.18319 -0.37290 0.52202
33 C -6.24991 -0.46296 -0.32960
34 H 2.13066 0.64274 -3.43557
35 H -1.09004 0.94650 2.48204
36 H 4.95555 -1.56724 0.85492
37 H -5.51716 -1.42075 -2.04730
38 H 3.63069 0.36296 -0.06177
39 H 2.70208 -0.20314 -1.93370
40 H -6.74690 0.46074 1.52237
41 H -0.46096 2.37065 3.29929
42 H 0.50454 2.32737 -3.44710
43 H 1.71234 3.71102 0.61945
44 H 2.15626 3.52569 -1.28839
45 H 1.00238 -0.32748 -2.58209
46 H 0.26892 -1.00925 2.13593
47 H -7.25959 -0.31773 -0.75240
48 H 2.77274 2.74447 -2.68608
49 H -1.22447 3.83013 1.39195
50 H -4.58875 0.18065 2.54658
51 H -0.07506 3.12109 -1.97057
52 H -0.65713 1.45426 -2.40178
53 H 1.38129 3.80248 2.32203
54 H 3.85808 -3.24050 2.30759
55 H -1.94949 2.33608 0.85233
56 H 0.56972 0.90735 2.97643
57 H -0.89828 3.36828 -0.24538
58 H 3.40606 2.36024 -1.07231
59 H 2.38158 2.55188 1.71929
60 H 1.62974 -2.84822 3.01080

Cartesian forces (eV/Å) of the 3 atoms listed first:
-2.016 0.394 0.063
-0.516 -0.529 -0.675
-0.210 0.252 0.024

***

# 2
Here is one molecule with the formula C23H27ClN2O2 from the Open Molecules 2025 dataset. Energies are from ωB97M-V with the def2-TZVPD basis set.

For the energy above the lowest of the compared OMol25 structures with the same formula, charge and spin, the calculation gives 37.9 kJ/mol. The SMILES is O=C(NCCCc1ccccc1)[C@@H]1CCC(=O)N(CCc2ccc(Cl)cc2)C1. Its total charge is 0. The value obtained for the HOMO energy is -9.2 eV.

Atoms and positions in Å:
1 Cl 1.90872 2.45211 -1.99203
2 O -1.00901 -3.50902 -0.99446
3 O -4.84130 1.77876 -0.63607
4 N -3.57261 0.26820 0.45261
5 N -0.22944 -1.43876 -0.55967
6 C -1.55165 2.43261 -0.00083
7 C 5.12487 1.49279 -0.31537
8 C -2.62603 -1.74626 -0.74396
9 C -1.23305 1.75460 1.17116
10 C -0.59337 2.65039 -0.97591
11 C 4.19507 -0.01866 1.29842
12 C 1.77512 -2.09007 0.73400
13 C 0.08013 1.33607 1.35953
14 C -3.63886 1.05786 1.66669
15 C -4.16906 -0.16730 -1.85720
16 C 3.29670 -2.26828 0.64956
17 C -4.25009 0.71444 -0.63304
18 C 4.91505 0.55029 -1.30705
19 C -1.21350 -2.33699 -0.76183
20 C 1.17135 -1.78651 -0.63850
21 C 4.34449 -0.67186 -0.99576
22 C 0.70457 2.20821 -0.77319
23 C -2.79158 -0.80559 -1.93751
24 C -2.26463 1.46446 2.22644
25 C 3.97292 -0.97008 0.30915
26 C 1.05393 1.56561 0.40335
27 C -2.96468 -1.04190 0.58251
28 C 4.76795 1.20334 0.99090
29 H 3.66171 -2.62771 1.61396
30 H -2.68012 -1.37143 -2.86351
31 H 5.19426 0.76831 -2.32745
32 H 1.70357 -0.95518 -1.10710
33 H 5.56586 2.44806 -0.55806
34 H -4.38131 0.45257 -2.72876
35 H -3.63681 -1.68457 1.16849
36 H 4.18858 -1.40506 -1.77440
37 H -2.55492 2.79282 -0.16378
38 H 2.07159 1.24643 0.56354
39 H 0.35094 0.82859 2.27498
40 H 4.93240 1.93246 1.77122
41 H -1.88252 0.68308 2.88761
42 H -4.94254 -0.93655 -1.79431
43 H 1.31850 -3.00069 1.12491
44 H -0.85263 3.16461 -1.88777
45 H 1.54520 -1.27071 1.41849
46 H -2.02859 -0.02342 -1.92345
47 H -0.45192 -0.48248 -0.33179
48 H -4.18465 0.50061 2.43743
49 H 3.52691 -3.02170 -0.10523
50 H -4.22092 1.94505 1.40919
51 H -3.30652 -2.59127 -0.88586
52 H 1.24746 -2.67208 -1.27405
53 H -2.41128 2.35692 2.84062
54 H -2.05176 -0.91531 1.17306
55 H 3.91750 -0.23981 2.32009

Cartesian forces (eV/Å) of the 3 atoms listed first:
0.037 0.055 -0.143
0.086 -0.519 -0.109
-0.205 0.325 -0.158

***

# 3
Here is one molecule with the formula C23H27ClN6OS in a non-equilibrium geometry from the Open Molecules 2025 dataset. Energies are from ωB97M-V with the def2-TZVPD basis set.

For the energy above the lowest of the compared OMol25 structures with the same formula, charge and spin, the calculation gives 139.6 kJ/mol. The SMILES is Cc1ccc(Cl)cc1N1CCN(C(=O)C2CCN(c3nnc(-n4cccc4)s3)CC2)CC1. Its total charge is 0. The value obtained for the HOMO energy is -7.7 eV.

Atoms and positions in Å:
1 Cl -3.62227 -2.15662 0.46104
2 S 2.35085 -2.65076 0.10591
3 O -2.17177 0.81906 -2.45916
4 N 2.40069 -2.60466 -2.47280
5 N -1.86057 2.69307 -1.28131
6 N 0.50984 -1.55372 -1.59239
7 N -2.70361 2.83724 1.18151
8 N 4.65480 -4.10722 -0.25861
9 N 3.47392 -3.29951 -2.11678
10 C 0.10022 1.30555 -1.83218
11 C 3.62659 -3.43500 -0.85163
12 C -1.13753 3.69491 -0.54025
13 C 0.44779 0.62284 -0.49821
14 C 5.66653 -4.73902 -0.93585
15 C -3.29022 2.93854 -1.24303
16 C 1.68217 -2.19064 -1.47962
17 C -1.49418 3.60350 0.96994
18 C -1.40085 1.57229 -1.89287
19 C 0.11901 -1.02070 -2.88142
20 C 0.56655 0.43616 -3.01105
21 C 6.50624 -5.29759 -0.02108
22 C -0.06305 -0.81963 -0.49234
23 C 5.99229 -4.99907 1.26475
24 C -1.88714 -0.03221 3.33964
25 C -2.58727 1.51941 1.63981
26 C -2.36271 -1.10431 2.60657
27 C -2.98907 -0.84631 1.40124
28 C -3.72911 3.17785 0.22350
29 C -1.56099 2.38941 3.80204
30 C -3.09889 0.44327 0.91457
31 C 4.85688 -4.26850 1.08652
32 C -2.00365 1.27634 2.89636
33 H -2.11250 3.30029 3.58653
34 H -0.49473 2.59393 3.70039
35 H -2.26725 -2.11363 2.97154
36 H -3.56867 0.59414 -0.04224
37 H -1.14771 -0.82826 -0.61990
38 H -0.06315 3.59671 -0.67273
39 H -0.96882 -1.07843 -2.95208
40 H -3.52245 3.81575 -1.85834
41 H -1.43891 4.67413 -0.93248
42 H -1.63264 4.61702 1.36604
43 H 0.00672 1.16065 0.34177
44 H 0.18121 -1.30956 0.45263
45 H -3.95028 4.24116 0.36971
46 H -1.42978 -0.21614 4.30082
47 H 1.53379 0.61594 -0.37177
48 H 0.63440 2.25777 -1.90264
49 H -3.78228 2.07218 -1.68624
50 H 6.41701 -5.29350 2.20377
51 H 4.17392 -3.84977 1.79964
52 H 1.65806 0.46466 -3.05190
53 H -4.63079 2.61217 0.45750
54 H -1.74025 2.10815 4.83743
55 H 0.17544 0.84545 -3.94277
56 H 5.68444 -4.72631 -2.00612
57 H -0.67742 3.13176 1.51191
58 H 7.39309 -5.86057 -0.23390
59 H 0.57812 -1.62965 -3.65941

Cartesian forces (eV/Å) of the 3 atoms listed first:
-0.024 -0.090 -0.078
0.303 -0.144 -0.822
-0.147 -0.353 -0.199

***

# 4
Here is C23H27F3N2O4S3 as an isolated structure in a non-equilibrium geometry from the Open Molecules 2025 dataset. Energies are from ωB97M-V with the def2-TZVPD basis set.

For the energy above the lowest of the compared OMol25 structures with the same formula, charge and spin, the calculation gives 495.5 kJ/mol. Its total charge is 0. The value obtained for the HOMO energy is -7.8 eV.

Atoms and positions in Å:
1 S -0.40465 -0.36740 -1.08846
2 S 0.44557 3.68854 0.19651
3 S -0.33977 -0.15920 -4.12013
4 F 2.35678 3.64004 -1.70349
5 F 0.28940 3.05214 -2.26090
6 F 0.81506 5.17277 -1.92779
7 O -1.06996 0.94591 -4.68736
8 O 0.87468 -1.09130 -0.96079
9 O -0.33940 -1.43741 -4.79388
10 O -1.58435 -0.99398 -0.46628
11 N -1.40357 -1.78434 2.18939
12 N -0.77242 -0.26073 -2.62545
13 C 2.97515 1.46254 -5.69277
14 C 2.39338 -0.03765 -3.39947
15 C -1.30315 2.63241 2.16064
16 C -3.24328 -3.61838 2.00246
17 C 0.35891 0.11772 1.77605
18 C 1.90519 -0.13598 1.88853
19 C 1.01078 2.06762 0.57715
20 C -0.23111 -1.33887 1.76238
21 C -3.74725 -1.48464 3.09071
22 C 1.65369 1.17110 -5.37356
23 C -0.09217 1.08753 0.72244
24 C -1.30635 1.74492 1.09813
25 C -0.06410 3.09832 2.64032
26 C 4.01498 1.00191 -4.87579
27 C 2.17504 -1.63415 1.66960
28 C -2.44922 -0.83795 2.61842
29 C 1.38074 0.35531 -4.27144
30 C -1.81782 -3.14357 1.67951
31 C 1.04247 3.90102 -1.50812
32 C -4.25979 -2.48826 2.06860
33 C 0.82914 -2.37353 1.60635
34 C 3.72169 0.29506 -3.70106
35 C 1.10354 2.83234 1.85760
36 H 4.52049 -0.01318 -3.02743
37 H 2.10249 3.07295 2.24215
38 H 0.76670 -3.13146 2.40565
39 H 2.21620 0.13785 2.91369
40 H -0.01205 3.76249 3.50598
41 H 2.77904 -2.04373 2.48501
42 H -4.48232 -0.68870 3.25575
43 H 2.15539 -0.57162 -2.48966
44 H 1.92887 1.75884 0.05403
45 H 0.03886 0.52670 2.74561
46 H -2.67318 -0.18042 1.76768
47 H -2.04262 -0.21100 3.42933
48 H -3.56700 -1.98510 4.05092
49 H -1.69279 -3.14797 0.58065
50 H 2.71862 -1.79270 0.73439
51 H -3.53971 -4.36800 1.25489
52 H -2.22737 1.41739 0.61282
53 H -2.25045 2.93234 2.64636
54 H -1.13175 -3.90357 2.09038
55 H 0.83084 1.57262 -5.96407
56 H -4.37862 -2.02285 1.08240
57 H 5.05113 1.21270 -5.14113
58 H -5.23293 -2.88636 2.37845
59 H 3.18152 2.04763 -6.59264
60 H 0.70964 -2.90072 0.64582
61 H 2.52750 0.46005 1.21002
62 H -3.21434 -4.13406 2.97490

Cartesian forces (eV/Å) of the 3 atoms listed first:
-0.066 -0.830 -1.461
0.994 3.602 -3.523
1.612 1.167 -1.234